#w
This record from the OMol25 dataset describes C6H8 in the gas phase. The level of theory is ωB97M-V with the def2-TZVPD basis set.

total charge	0
Kohn-Sham gap (spin up / spin down)	0.3097 / 0.3097	Eh

Last column: Mulliken charge in e.
Positions of all 14 atoms, in Å:
C -1.73 0.40 0.17  -0.8248
C -0.04 0.40 -1.05  -0.3162
C 1.11 0.93 -0.31  -0.7096
C 1.53 -0.55 0.62  -0.4491
C 0.40 -1.21 0.80  -0.4445
C -0.72 -0.58 -0.19  0.1506
H -1.51 1.37 0.60  0.2683
H -2.79 0.10 0.26  0.2938
H -0.02 0.35 -2.14  0.2979
H 0.86 1.47 0.60  0.2394
H 1.82 1.55 -0.92  0.3947
H 2.58 -0.60 0.91  0.3842
H 0.07 -2.07 1.41  0.3644
H -1.19 -1.38 -0.77  0.3510

#x
This record from the OMol25 dataset describes 2 unconnected molecules or ions with the total composition C6H8. The level of theory is ωB97M-V with the def2-TZVPD basis set.

total charge	0
structure (SMILES)	C#CC.C#CC
Kohn-Sham gap	0.4012	Eh

Last column: Mulliken charge in e.
Positions of all 14 atoms, in Å:
C 1.60 0.93 -1.06  -0.1129
C 2.26 0.09 -1.62  -0.1135
C 3.07 -0.90 -2.34  -1.0499
H 1.04 1.62 -0.47  0.4676
H 2.52 -1.86 -2.40  0.2718
H 3.27 -0.55 -3.35  0.2802
H 4.03 -1.02 -1.81  0.2650
C -1.74 0.67 0.43  -0.0028
C -2.26 0.35 1.46  -0.1079
C -2.99 0.01 2.68  -1.1348
H -1.24 0.88 -0.51  0.3972
H -3.24 -1.06 2.68  0.2692
H -2.41 0.24 3.57  0.2891
H -3.90 0.58 2.74  0.2817

Most stable: #x (next structure +1.089 eV)

#w
This record from the OMol25 dataset describes C6H8 in the gas phase. The level of theory is ωB97M-V with the def2-TZVPD basis set.

total charge	0
structure (SMILES)	C#CC1(C)CC1
Kohn-Sham gap	0.3399	Eh

Last column: Mulliken charge in e.
Positions of all 14 atoms, in Å:
C 2.56 -0.32 0.67  0.2212
C 1.38 -0.08 0.62  -0.9441
C -0.04 0.23 0.46  0.5692
C -0.30 1.36 -0.64  -1.2243
C -0.91 -0.71 -0.50  -0.6507
C -0.97 -0.89 0.93  -0.5843
H 3.61 -0.53 0.67  0.4279
H -1.19 1.95 -0.44  0.3304
H -0.37 1.06 -1.72  0.2959
H 0.61 1.93 -0.59  0.4190
H -0.27 -1.25 -1.18  0.3427
H -1.79 -0.26 -0.96  0.2911
H -1.88 -0.69 1.46  0.2394
H -0.43 -1.79 1.22  0.2667

#x
This record from the OMol25 dataset describes 2 unconnected molecules or ions with the total composition C6H8. The level of theory is ωB97M-V with the def2-TZVPD basis set.

total charge	0
structure (SMILES)	C=C1CC1.C#C
Kohn-Sham gap	0.3719	Eh

Last column: Mulliken charge in e.
Positions of all 14 atoms, in Å:
C 0.87 -1.78 -0.04  -0.7706
C 0.76 -0.47 0.01  0.2829
C 0.72 0.76 0.85  -0.4964
C 1.01 0.88 -0.65  -0.4916
H 1.16 -2.19 0.98  0.2200
H 0.86 -2.26 -0.99  0.2889
H 1.72 0.67 1.39  0.2127
H -0.21 1.01 1.13  0.3225
H 0.28 1.26 -1.41  0.1751
H 2.03 0.96 -0.96  0.2549
C -2.32 0.88 -0.27  -0.5225
C -2.17 -0.21 0.20  -0.3576
H -2.70 1.63 -0.91  0.3488
H -2.01 -1.12 0.67  0.5327

Most stable: #w (next structure +0.501 eV)

#w
This record from the OMol25 dataset describes a molecular structure, C3H7N2OS. The level of theory is ωB97M-V with the def2-TZVPD basis set.

total charge	+1
Kohn-Sham gap	0.2815	Eh

Last column: Mulliken charge in e.
Positions of all 14 atoms, in Å:
C -1.32 -2.67 1.20  -0.2675
C -0.17 -2.18 0.69  -0.2361
C 1.02 2.37 -0.08  -0.3680
N 0.13 0.40 -0.96  -0.5429
N 0.25 1.63 -1.15  0.8317
O -0.15 2.25 -2.11  -0.5016
S 0.35 -0.56 1.09  0.1418
H -1.45 -3.66 0.92  0.2905
H -2.14 -2.08 1.69  0.2993
H 0.65 -2.87 0.26  0.3429
H 0.32 3.18 -0.08  0.3398
H 1.93 2.68 -0.51  0.2940
H 1.10 1.64 0.65  0.0624
H -0.54 -0.12 -1.59  0.3138

#x
This record from the OMol25 dataset describes a gas-phase ion, C3H7N2OS (charge +1). The level of theory is ωB97M-V with the def2-TZVPD basis set.

total charge	+1
Kohn-Sham gap	0.3313	Eh

Last column: Mulliken charge in e.
Positions of all 14 atoms, in Å:
C -2.21 -0.47 -0.12  -0.7223
C -0.97 -0.30 0.37  -0.4495
C 0.21 0.05 -0.39  0.2606
N 1.77 1.74 0.35  -0.5341
N 1.22 0.56 0.42  0.1361
O 2.00 -2.12 0.60  -0.3970
S 1.85 -0.98 -0.54  0.3233
H -3.01 -0.55 0.57  0.3192
H -2.44 -0.08 -1.17  0.2531
H -0.76 -0.27 1.41  0.3520
H -0.04 0.71 -1.29  0.5129
H 2.86 -2.49 0.82  0.3831
H 1.43 2.55 -0.31  0.2838
H 2.14 2.09 1.26  0.2789

Most stable: #x (next structure +1.071 eV)

#w
This record from the OMol25 dataset describes a gas-phase ion, C4H11N2S (charge -1). The level of theory is ωB97M-V with the def2-TZVPD basis set.

total charge	-1
structure (SMILES)	NCNCCC[S-]
Kohn-Sham gap	0.2297	Eh

Last column: Mulliken charge in e.
Positions of all 18 atoms, in Å:
N -0.17 1.13 -2.26  -0.6850
C -0.79 2.19 -1.33  -0.4421
N -1.41 1.59 -0.03  -0.2813
C -0.46 0.83 0.64  -0.7206
C -0.79 -0.61 0.99  -0.1448
C 0.50 -1.20 1.51  -0.9952
S 1.62 -2.00 0.28  -0.6981
H -0.97 0.49 -2.42  0.2752
H 0.48 0.51 -1.73  0.3388
H -0.06 2.94 -0.90  0.2755
H -1.58 2.75 -1.82  0.3386
H -2.31 1.01 -0.19  0.3005
H 0.58 0.80 0.10  0.2125
H -0.19 1.51 1.60  0.0859
H -1.23 -1.16 0.08  0.2120
H -1.55 -0.60 1.79  0.2600
H 1.14 -0.59 1.99  0.3627
H 0.12 -1.98 2.14  0.3055

#x
This record from the OMol25 dataset describes a gas-phase ion, C4H11N2S (charge -1). The level of theory is ωB97M-V with the def2-TZVPD basis set.

total charge	-1
structure (SMILES)	CNC[C@H](N)C[S-]
Kohn-Sham gap	0.2309	Eh

Last column: Mulliken charge in e.
Positions of all 18 atoms, in Å:
C -2.27 0.49 -0.68  -0.8789
N -1.28 1.32 0.01  -0.4316
C 0.11 0.95 -0.26  -0.9118
C 0.52 -0.42 0.26  0.3764
N 0.55 -0.40 1.73  -0.7187
C 1.84 -0.90 -0.36  -1.0151
S 2.00 -2.70 -0.50  -0.6284
H -2.11 0.61 -1.76  0.2777
H -3.24 0.92 -0.45  0.3326
H -2.21 -0.58 -0.47  0.3185
H -1.43 1.16 1.01  0.3165
H 0.23 0.91 -1.35  0.4113
H 0.77 1.71 0.15  0.3093
H -0.24 -1.12 -0.08  0.1615
H 0.93 -1.32 1.98  0.3168
H 1.26 0.26 2.01  0.2817
H 1.89 -0.49 -1.38  0.2129
H 2.68 -0.42 0.14  0.2693

#y
This record from the OMol25 dataset describes 2 unconnected molecules or ions with the total composition C4H11N2S. The level of theory is ωB97M-V with the def2-TZVPD basis set.

total charge	-1
Kohn-Sham gap	0.2579	Eh

Last column: Mulliken charge in e.
Positions of all 18 atoms, in Å:
C -0.12 -0.55 2.57  -1.0476
C -1.38 -0.38 1.71  -0.3959
C -1.47 -1.37 0.55  -0.6751
S 0.04 -1.44 -0.50  -0.6258
H -0.07 -1.56 3.00  0.2633
H -0.14 0.16 3.40  0.3258
H 0.74 -0.41 1.93  0.2873
H -2.27 -0.35 2.34  0.3231
H -1.34 0.61 1.22  0.2024
H -2.33 -1.12 -0.09  0.2608
H -1.73 -2.38 0.90  0.2640
N 1.06 0.35 -2.87  -0.3621
C 1.39 1.49 -2.23  0.2793
N 2.20 2.38 -2.69  -0.7875
H 1.64 0.19 -3.68  0.2556
H 0.71 -0.40 -2.23  0.0348
H 0.89 1.63 -1.27  0.1766
H 2.18 3.17 -2.06  0.2212

Most stable: #y (next structure +0.460 eV)